C4H6ClPS | the ωB97M-V functional and the def2-TZVPD basis

Values from the calculation:
Total charge: 0
HOMO-LUMO gap (alpha / beta) in eV: 3.661 / 3.678
Energy relative to the best compared isomer or geometry (same formula, charge and spin) in kcal per mole: 108.5
Highest occupied orbital energy (alpha / beta) in eV: -7.66 / -7.67
Maximum force in eV/A: 3.460

XYZ file:
```
13
Properties=species:S:1:pos:R:3:forces:R:3:mulliken_charge:R:1
C 1.808357 1.570484 -1.101478 -2.1215 -0.8070 1.1162 -0.44
C -1.239451 -2.207125 1.193657 -0.6356 -0.2791 -0.0517 -0.54
C 0.685918 1.176373 -0.451876 -0.8267 0.0723 -0.1096 -0.12
C -1.020350 -1.003576 0.686278 1.2273 0.9255 -0.3717 0.43
P 0.716386 -0.529210 0.319041 0.6184 -0.5459 -2.3829 0.60
S 2.235970 -1.743574 -0.253064 -2.5527 1.8999 1.3580 -0.22
Cl -3.881699 0.554068 -0.311065 0.8067 -0.2001 0.1864 -0.71
H 1.982551 2.480198 -1.630020 -0.2981 0.5176 -0.1960 0.29
H 2.541599 0.821772 -1.122259 1.5116 -0.5632 -0.0663 0.10
H -2.157149 -2.758795 1.358968 -0.5462 0.8319 -0.2906 0.30
H -0.433524 -2.814853 1.467989 1.4636 -0.6898 0.3981 0.20
H -0.338158 1.714686 -0.447983 1.8241 -0.8503 0.3010 0.32
H -1.730615 -0.205905 0.353850 -0.4710 -0.3119 0.1090 -0.22
```
Positions in Å, forces in eV/Å.

C2H7N3P | the ωB97M-V functional and the def2-TZVPD basis

Values from the calculation:
Total charge: +1
HOMO-LUMO gap in eV: 9.398
Energy relative to the best compared isomer or geometry (same formula, charge and spin) in kcal per mole: 122.1
Highest occupied orbital energy in eV: -14.75
Maximum force in eV/A: 4.770

XYZ file:
```
13
Properties=species:S:1:pos:R:3:forces:R:3:mulliken_charge:R:1
N -1.849224 -0.972200 -1.085479 3.9447 0.9810 2.4957 -0.42
N -0.310707 -0.350283 -0.620458 -2.8047 -1.2175 -2.1843 0.53
C -0.381751 0.693387 0.344496 -2.7270 0.4050 2.6886 -0.42
C 0.899683 0.657680 1.177015 0.7933 -2.1372 0.9987 -0.61
P 2.036725 0.057673 -0.208098 2.0418 -0.6537 1.2300 0.14
N 0.787391 -0.745764 -0.975754 -2.7069 -1.1422 -1.4527 -0.35
H -2.482864 -0.177871 -1.213021 0.6902 -0.0451 -0.6087 0.31
H -1.577276 -1.555619 -1.850466 -0.1807 -0.0062 -0.9986 0.30
H -1.444751 0.487677 0.798913 2.2645 0.9351 -0.0709 0.37
H -0.320260 1.687877 -0.069087 -0.6996 0.2373 -0.9805 0.28
H 1.234319 1.657437 1.476988 -0.3251 -0.4117 0.1869 0.38
H 0.951701 -0.131206 2.034515 -0.3411 1.6686 -1.3509 0.33
H 2.457015 -1.308788 0.190436 0.0504 1.3865 0.0467 0.17
```
Positions in Å, forces in eV/Å.

C25H21F4N6NaO4S2 | the ωB97M-V functional and the def2-TZVPD basis

Values from the calculation:
Total charge: -2
HOMO-LUMO gap in eV: 5.834
Energy relative to the best compared isomer or geometry (same formula, charge and spin) in kcal per mole: 1.3
Highest occupied orbital energy in eV: -1.88
Maximum force in eV/A: 0.770

XYZ file:
```
63
Properties=species:S:1:pos:R:3:forces:R:3:mulliken_charge:R:1
Na 0.993589 0.736994 -0.212017 -0.4284 0.2262 0.5979 0.82
N 2.404666 3.807116 3.866246 0.0430 -0.0029 -0.0447 -0.60
C 1.532262 2.840596 3.346134 -0.0771 -0.0899 -0.0486 0.41
S -0.111878 3.276057 3.121432 0.0814 -0.0098 0.0697 -0.55
N 2.087463 1.680321 3.152525 -0.1050 0.0892 0.0090 -1.11
N 1.399624 0.742312 2.424976 0.0274 -0.0053 0.0515 0.53
C 1.033969 -0.322912 3.032429 0.1043 -0.0070 -0.2698 0.09
C 1.102292 -0.529740 4.500298 -0.0155 -0.0545 0.0411 0.22
C 1.619597 -1.715488 5.016833 0.0473 -0.0086 0.0286 -0.16
C 1.692745 -1.923955 6.387460 -0.0044 0.0172 -0.0113 -0.67
C 1.235624 -0.945751 7.259315 0.0009 -0.0059 0.0009 -0.32
C 0.706401 0.233868 6.749439 -0.0109 0.0203 0.0016 -0.80
C 0.638152 0.446993 5.380407 -0.0589 0.0226 0.0533 -0.12
C 0.583319 -1.461086 2.177986 0.0047 0.1158 0.1364 0.48
C -0.440378 -2.314355 2.584742 -0.0282 -0.0031 0.0433 -0.59
C -0.802577 -3.364187 1.761555 -0.0266 -0.0013 0.0401 -0.64
C -0.129575 -3.542590 0.564153 -0.0170 0.0065 -0.0488 -0.44
C 0.863209 -2.633780 0.237009 0.0006 -0.0049 -0.0224 -0.39
N 1.222318 -1.623644 1.019523 -0.0204 0.0372 -0.0321 -0.39
H 1.928945 4.481802 4.441110 -0.0075 -0.0053 0.0176 0.20
H 3.234082 3.402251 4.276562 -0.0087 0.0058 0.0334 0.23
H 1.976684 -2.479213 4.335476 -0.0034 0.0055 -0.0015 0.46
H 2.106397 -2.849551 6.770707 -0.0003 0.0023 0.0092 0.36
H 1.286252 -1.104163 8.330713 -0.0002 0.0033 -0.0021 0.36
H 0.338309 1.000033 7.421908 0.0036 -0.0105 0.0104 0.38
H 0.202254 1.358447 4.979300 0.0224 -0.0362 0.0003 0.29
H -0.946191 -2.133842 3.524239 -0.0040 -0.0021 -0.0093 0.51
H -1.612655 -4.026449 2.043626 0.0032 -0.0023 0.0042 0.38
H -0.393157 -4.334685 -0.124029 0.0071 -0.0066 0.0000 0.38
H 1.389403 -2.697588 -0.706971 0.0500 -0.0026 -0.0435 0.53
F 1.716753 1.648434 -4.845304 -0.0015 -0.0346 0.0041 -0.29
C 1.663329 0.430316 -4.257500 0.0623 -0.0137 -0.0337 0.91
F 0.367186 0.128102 -4.123094 -0.0800 0.0242 0.0242 -0.15
F 2.160394 -0.451088 -5.170318 -0.0046 0.0315 -0.0105 -0.33
C 2.498203 0.370916 -2.931609 0.1661 -0.1029 0.1155 0.21
O 3.663182 0.731848 -3.082219 0.0106 0.0147 -0.0272 -0.73
O 1.888836 -0.070437 -1.932623 0.2612 -0.1444 -0.6900 -0.69
O -0.966354 -0.723378 -1.043444 -0.1031 0.0427 -0.1702 0.40
O -1.791299 0.305803 -0.461312 0.0521 -0.0085 -0.0316 -0.86
C 0.001767 4.523769 -4.272962 0.0417 0.0207 -0.0449 -0.94
N -0.808640 3.455704 -3.747015 0.0163 0.0796 -0.0278 0.26
C -1.800804 2.768708 -4.426727 0.0225 0.0138 -0.0658 -0.44
C -2.238396 1.804952 -3.589155 0.0424 -0.0622 -0.0061 -0.55
N -1.524553 1.896967 -2.422449 -0.0890 0.1285 0.1254 0.34
C -0.641393 2.914461 -2.505988 -0.0601 -0.2513 0.0216 -0.19
S 0.458299 3.446304 -1.334222 -0.0121 -0.0521 -0.0593 -0.45
H -0.553490 5.037153 -5.058375 -0.0005 -0.0010 -0.0056 0.34
H 0.939742 4.136485 -4.675322 -0.0090 -0.0049 0.0079 0.27
H 0.237843 5.214594 -3.465826 -0.0132 0.0030 0.0015 0.33
H -2.070200 3.008653 -5.440096 0.0035 0.0117 0.0075 0.40
H -2.970998 1.030881 -3.742043 -0.0087 0.0184 0.0129 0.42
H -1.671863 1.234644 -1.519112 0.0967 0.0113 0.1339 0.29
F -3.423545 -3.947101 -4.714222 -0.0143 -0.0145 -0.0105 -0.39
C -2.827274 -3.124703 -3.793787 0.0118 0.0090 0.0054 0.33
C -1.449358 -3.137955 -3.678304 -0.0051 0.0201 0.0124 -0.69
C -0.846535 -2.304004 -2.754675 -0.0792 0.0275 -0.0188 -0.01
C -1.623980 -1.465875 -1.943614 0.0157 -0.0572 0.0581 -0.31
C -3.010916 -1.456656 -2.090358 0.0310 -0.0380 0.0184 -0.50
C -3.611590 -2.298028 -3.023968 -0.0080 0.0242 0.0166 -0.44
H -0.859954 -3.773739 -4.326748 -0.0018 0.0027 0.0043 0.42
H 0.228398 -2.235719 -2.677146 0.0696 0.0058 0.0227 0.29
H -3.586805 -0.794539 -1.461629 0.0054 0.0059 -0.0049 0.50
H -4.687159 -2.309292 -3.151937 0.0020 -0.0032 0.0001 0.42
```
Positions in Å, forces in eV/Å.

C17H33NO2 | the ωB97M-V functional and the def2-TZVPD basis

Values from the calculation:
Total charge: 0
HOMO-LUMO gap in eV: 8.920
Energy relative to the best compared isomer or geometry (same formula, charge and spin) in kcal per mole: 6.4
Highest occupied orbital energy in eV: -8.02
Maximum force in eV/A: 0.534

XYZ file:
```
53
Properties=species:S:1:pos:R:3:forces:R:3:mulliken_charge:R:1
C 5.439549 4.192071 0.210831 -0.0510 0.1748 0.3238 -0.65
O 5.189857 3.014660 -0.544868 0.0943 -0.0613 -0.3274 -0.30
C 4.495250 2.049333 0.074742 -0.0062 -0.1114 -0.1816 0.56
O 4.106876 2.138713 1.208633 -0.0266 0.0383 0.1121 -0.58
C 4.268925 0.872292 -0.844076 0.0290 -0.1129 0.3372 -0.67
C 4.175704 -0.437056 -0.062972 -0.1807 0.0665 -0.3098 -0.45
C 3.795189 -1.606386 -0.966422 0.2123 -0.0814 0.2612 -0.60
C 3.768504 -2.945856 -0.230476 -0.0907 0.1224 0.0260 -1.04
C 2.699317 -3.078452 0.856787 0.0144 -0.2025 -0.2249 -0.75
C 1.256470 -3.015422 0.336417 0.1498 0.2530 0.2574 -0.66
C 0.604335 -1.641930 0.491380 -0.2776 -0.4098 -0.1998 -0.10
C -0.836709 -1.640537 -0.013895 0.1718 0.3850 0.2197 -0.97
C -1.486449 -0.265364 0.113876 -0.2567 -0.3805 -0.1638 -0.55
C -2.945070 -0.286849 -0.349027 0.3294 0.1778 0.1093 -0.52
N -3.488135 1.057274 -0.433652 0.0282 0.0448 -0.1516 0.16
C -3.872711 1.636075 0.840568 -0.0378 -0.0647 0.2391 -0.79
C -5.191507 1.085960 1.401131 0.0679 0.2126 -0.1444 -0.55
C -6.307893 1.266373 0.375833 0.0267 -0.3059 0.0506 -0.71
C -5.895451 0.629824 -0.948892 0.0964 0.2899 -0.0224 -0.47
C -4.554623 1.221199 -1.401761 -0.1998 -0.1681 -0.1162 -0.99
H 4.498377 4.671761 0.486784 0.0905 -0.0040 -0.0093 0.29
H 5.988577 3.947222 1.122242 -0.0363 0.0605 -0.0705 0.29
H 6.028603 4.844972 -0.427763 -0.0294 -0.0378 0.0182 0.23
H 5.067190 0.845476 -1.586453 -0.0673 0.0074 -0.0380 0.26
H 3.327576 1.053747 -1.371034 0.0147 0.0395 -0.0600 0.31
H 5.137687 -0.642087 0.411626 0.0095 -0.0149 0.0940 0.47
H 3.437494 -0.310122 0.728824 0.0569 -0.0053 0.0726 0.26
H 4.526658 -1.675962 -1.776332 -0.0564 0.0220 -0.0920 0.48
H 2.822690 -1.419014 -1.423465 -0.0707 0.0519 -0.1249 0.31
H 3.615222 -3.741151 -0.964688 0.0492 -0.0707 0.0220 0.36
H 4.747015 -3.109989 0.228321 0.0715 -0.0550 -0.0565 0.41
H 2.847168 -2.310305 1.616409 0.0098 0.0035 0.1352 0.38
H 2.857079 -4.043751 1.343623 0.0289 0.0527 0.0832 0.37
H 0.647248 -3.738211 0.884527 -0.0516 -0.0365 -0.0629 0.42
H 1.235524 -3.311052 -0.714901 -0.0498 -0.0754 -0.0839 0.36
H 0.614546 -1.358006 1.546320 0.0577 0.0748 0.0447 0.32
H 1.171309 -0.888826 -0.055847 0.0947 0.1269 0.0134 -0.06
H -0.852892 -1.952458 -1.061378 -0.0367 -0.0709 -0.0503 0.38
H -1.419563 -2.370234 0.554349 -0.0224 -0.1054 -0.0240 0.31
H -1.429143 0.060470 1.153601 0.0447 0.0744 0.0598 0.29
H -0.943014 0.461918 -0.491358 0.0087 0.0642 0.0047 0.21
H -2.979273 -0.721047 -1.351980 -0.0465 -0.0386 0.0231 0.43
H -3.523879 -0.947360 0.316122 -0.0119 -0.0529 -0.0795 0.09
H -3.064366 1.476968 1.555553 0.0104 0.1028 0.0151 0.29
H -3.976024 2.715465 0.685093 0.0231 0.0214 0.1005 0.43
H -5.078545 0.024886 1.634420 -0.0162 -0.0428 0.0705 0.28
H -5.436602 1.606902 2.328312 0.0200 -0.0463 0.0740 0.36
H -7.235584 0.819664 0.741533 -0.0298 0.0958 -0.0062 0.34
H -6.486617 2.333757 0.221067 -0.0593 0.0647 0.0020 0.31
H -5.793257 -0.450527 -0.823409 -0.0360 -0.0766 -0.0322 0.27
H -6.654075 0.811241 -1.712374 -0.0243 -0.0707 -0.0491 0.38
H -4.239593 0.772154 -2.346923 0.0069 0.0785 -0.0043 0.41
H -4.678942 2.297552 -1.564954 -0.0455 -0.0040 -0.0838 0.39
```
Positions in Å, forces in eV/Å.